1.
Below is 3 unconnected molecules or ions with the total composition CH2N2O2S at a distorted geometry, with properties calculated with the ωB97M-V functional and the def2-TZVPD basis.

Its energy above the lowest of the compared OMol25 structures with the same formula, charge and spin is 0.5 kcal/mol. As for the frontier orbital gap: 0.38929 Ha. Its spin multiplicity is 1. The value obtained for the largest force on an atom is 0.0553 Eh/bohr. As for the electronic energy: -18981.30833 eV.

Each atom is followed by the atoms it is bonded to, with distances in Å.
Atoms and positions in Å:
1 O 0.87847 -1.85200 1.23929  C2 1.141
2 C 0.85695 -1.96210 0.10371  O1 1.141, O3 1.136
3 O 0.75896 -2.07520 -1.02228  C2 1.136
4 N 1.82616 0.79998 -0.22169  N5 1.104
5 N 1.53688 1.54816 -0.98048  N4 1.104
6 S -1.98084 0.54565 0.33050  H7 1.337, H8 1.362
7 H -2.30258 1.54754 1.15605  S6 1.337
8 H -1.57400 1.44797 -0.60511  S6 1.362

2.
Below is CH2N2O2S in the gas phase at a distorted geometry, with properties calculated with the ωB97M-V functional and the def2-TZVPD basis.

Its energy above the lowest of the compared OMol25 structures with the same formula, charge and spin is 50.3 kcal/mol. As for the frontier orbital gap (spin up / spin down): 0.34322 / 0.28257 Ha. Its spin multiplicity is 3. The value obtained for the largest force on an atom is 0.1066 Eh/bohr. As for the electronic energy: -18973.83227 eV.

Each atom is followed by the atoms it is bonded to, with distances in Å.
Atoms and positions in Å:
1 C -1.13154 -0.71882 -0.32728  N2 1.216, N3 1.528, H7 1.160
2 N -0.55421 -1.67293 -0.81092  C1 1.216
3 N -0.45782 0.40635 0.45717  C1 1.528, O5 1.354, H8 1.079
4 O 2.24401 1.20464 -1.21459  S6 1.421
5 O 0.86217 0.33722 0.74894  N3 1.354, S6 1.670
6 S 2.23858 0.22095 -0.18949  O4 1.421, O5 1.670
7 H -2.22600 -0.48837 -0.01797  C1 1.160
8 H -0.97519 0.71096 1.35415  N3 1.079

3.
Below is 2 unconnected molecules or ions with the total composition CH2N2O3 at a distorted geometry, with properties calculated with the ωB97M-V functional and the def2-TZVPD basis.

Its energy above the lowest of the compared OMol25 structures with the same formula, charge and spin is 103.8 kcal/mol. As for the frontier orbital gap: 0.32716 Ha. Its spin multiplicity is 1. The value obtained for the largest force on an atom is 0.0647 Eh/bohr. As for the electronic energy: -10185.59552 eV.

Each atom is followed by the atoms it is bonded to, with distances in Å.
Atoms and positions in Å:
1 O -1.41991 -2.09624 0.32270  N2 1.192
2 N -0.40719 -2.09102 -0.30559  O1 1.192, O3 1.246, H4 1.008
3 O 0.46415 -1.20245 -0.36918  N2 1.246
4 H -0.00852 -2.91794 -0.72107  N2 1.008
5 C -0.20881 1.72301 0.06339  N6 1.172, H8 1.113
6 N 0.61621 2.51690 0.31530  C5 1.172, O7 1.173
7 O 1.30705 3.44322 0.51586  N6 1.173
8 H -0.34297 0.62452 0.17859  C5 1.113

4.
Below is CH2N2O3 in the gas phase at a distorted geometry, with properties calculated with the ωB97M-V functional and the def2-TZVPD basis.

Its energy above the lowest of the compared OMol25 structures with the same formula, charge and spin is 101.0 kcal/mol. As for the frontier orbital gap (spin up / spin down): 0.28721 / 0.30942 Ha. Its spin multiplicity is 1. The value obtained for the largest force on an atom is 0.0806 Eh/bohr. As for the electronic energy: -10185.71761 eV.

Each atom is followed by the atoms it is bonded to, with distances in Å.
Atoms and positions in Å:
1 C -0.24089 -0.05709 0.53910  N2 1.346, N3 1.386, O4 1.207
2 N 0.95115 -0.68131 0.57304  C1 1.346, O5 1.339, H7 1.030
3 N 0.01151 0.94432 -0.38587  C1 1.386, O6 1.273
4 O -1.40188 -0.30736 0.75198  C1 1.207
5 O 1.63150 -0.16465 -0.45809  N2 1.339
6 O -0.80423 1.00398 -1.36072  N3 1.273, H8 1.027
7 H 1.39552 -1.09213 1.40690  N2 1.030
8 H -1.54267 0.35424 -1.06634  O6 1.027

5.
Below is 2 unconnected molecules or ions with the total composition CH2N2O3 at a distorted geometry, with properties calculated with the ωB97M-V functional and the def2-TZVPD basis.

Its energy above the lowest of the compared OMol25 structures with the same formula, charge and spin is 145.7 kcal/mol. As for the frontier orbital gap (spin up / spin down): 0.27999 / 0.27828 Ha. Its spin multiplicity is 1. The value obtained for the largest force on an atom is 0.1008 Eh/bohr. As for the electronic energy: -10183.77710 eV.

Each atom is followed by the atoms it is bonded to, with distances in Å.
Atoms and positions in Å:
1 C -0.16227 -0.24008 -0.08786  N3 1.257, H7 1.053, H8 1.074
2 N -2.30775 1.22589 0.73242  O5 1.106
3 N -1.12844 -1.04153 -0.02581  C1 1.257, O4 1.408, O6 1.229
4 O -2.15265 -0.63559 -0.90312  N3 1.408
5 O -2.87098 0.85406 -0.14374  N2 1.106
6 O -1.26317 -2.02536 0.69889  N3 1.229
7 H -0.27083 0.56527 -0.75816  C1 1.053
8 H 0.42848 -0.40416 0.79416  C1 1.074

6.
Below is CH2N2O3S in the gas phase at a distorted geometry, with properties calculated with the ωB97M-V functional and the def2-TZVPD basis.

Its energy above the lowest of the compared OMol25 structures with the same formula, charge and spin is 82.5 kcal/mol. As for the frontier orbital gap: 0.40766 Ha. Its spin multiplicity is 1. The value obtained for the largest force on an atom is 0.0878 Eh/bohr. As for the electronic energy: -21022.84417 eV.

Each atom is followed by the atoms it is bonded to, with distances in Å.
Atoms and positions in Å:
1 N -0.89747 2.27084 0.10175  C2 1.121
2 C -0.91014 1.16857 -0.10343  N1 1.121, S3 1.762
3 S -0.78280 -0.58858 -0.11588  C2 1.762, O4 1.437, O5 1.428, N6 1.795
4 O -0.94088 -0.94166 1.26859  S3 1.437
5 O -1.49481 -1.33908 -1.10089  S3 1.428
6 N 0.99861 -0.67906 -0.31467  S3 1.795, O7 1.426, H8 0.972
7 O 1.48199 0.51895 0.28853  N6 1.426, H9 0.932
8 H 1.41340 -0.86278 -1.17402  N6 0.972
9 H 1.13210 0.45280 1.15001  O7 0.932

7.
Below is 2 unconnected molecules or ions with the total composition CH2N2O3S, with properties calculated with the ωB97M-V functional and the def2-TZVPD basis.

Its energy above the lowest of the compared OMol25 structures with the same formula, charge and spin is 39.4 kcal/mol. As for the frontier orbital gap (spin up / spin down): 0.28693 / 0.29966 Ha. Its spin multiplicity is 3. The value obtained for the largest force on an atom is 0.0164 Eh/bohr. As for the electronic energy: -21020.75205 eV.

Each atom is followed by the atoms it is bonded to, with distances in Å.
Atoms and positions in Å:
1 C 0.61110 -0.25206 1.18051  N2 1.322, N3 1.525, O4 1.190
2 N 0.27117 0.21471 -0.00872  C1 1.322, H8 1.013, H9 1.008
3 N -0.16572 -1.53204 1.47256  C1 1.525, O5 1.232, S7 1.612
4 O 1.37685 0.14109 2.00264  C1 1.190
5 O -0.94001 -1.94510 0.60800  N3 1.232
6 O -1.36659 -4.03953 3.30285  no bonds
7 S 0.13982 -2.14994 2.92993  N3 1.612
8 H -0.43911 -0.28272 -0.53290  N2 1.013
9 H 0.61264 1.10740 -0.33011  N2 1.008

8.
Below is 2 unconnected molecules or ions with the total composition CH2N2O4 at a distorted geometry, with properties calculated with the ωB97M-V functional and the def2-TZVPD basis.

Its energy above the lowest of the compared OMol25 structures with the same formula, charge and spin is 12.2 kcal/mol. As for the frontier orbital gap: 0.38400 Ha. Its spin multiplicity is 1. The value obtained for the largest force on an atom is 0.0647 Eh/bohr. As for the electronic energy: -12236.12030 eV.

Each atom is followed by the atoms it is bonded to, with distances in Å.
Atoms and positions in Å:
1 O 2.27744 0.78394 1.48839  C2 1.161
2 C 1.98790 -0.25470 1.91920  O1 1.161, O3 1.142
3 O 1.79582 -1.29342 2.35246  C2 1.142
4 O -0.09184 -1.61487 -1.24857  N5 1.206
5 N -0.28265 -1.81289 -0.07408  O4 1.206, N6 1.324
6 N -0.38173 -0.73858 0.69253  N5 1.324, O7 1.385, H8 1.006
7 O -0.33803 0.57154 0.24557  N6 1.385, H9 1.071
8 H -0.46713 -0.91296 1.67968  N6 1.006
9 H -0.69334 0.51094 -0.76268  O7 1.071